No. 1
Density functional theory data (wB97M-V/def2-TZVPD) for a structure of composition C27H34Br3F3IN3O9STi.

Cartesian coordinates (Å):
H: -3.624 4.077 -0.177
Br: 1.903 -0.285 -2.944
O: -1.071 -3.962 1.314
N: 1.632 -0.156 4.279
H: -3.706 4.533 -1.934
H: 1.360 -0.643 2.255
H: 0.189 3.624 -2.218
H: -2.398 -1.628 0.860
Br: 4.428 0.167 3.504
H: -2.698 -0.062 -3.864
C: -1.177 0.913 4.110
H: 1.642 -2.716 0.689
N: 3.837 3.638 -1.605
C: -0.157 -3.388 1.767
H: 3.921 -1.846 -1.182
H: -0.926 0.318 -2.747
C: -1.593 -1.800 2.897
Ti: 2.038 -2.383 3.074
O: -4.950 2.298 -2.716
H: 4.241 -0.057 -1.055
O: 4.999 3.549 -1.708
C: -5.049 2.778 -1.360
C: -0.485 0.325 2.927
S: -2.045 1.888 1.344
C: -1.284 -2.676 -2.937
H: 1.423 -4.584 0.639
C: 2.269 -0.716 -0.123
H: -5.060 4.934 -0.814
Br: 3.730 -2.582 1.959
F: 6.199 0.471 1.475
H: -3.331 0.536 -0.857
H: -2.219 1.287 4.069
C: 4.850 0.209 1.571
C: 1.357 -3.652 1.243
C: 1.017 -3.503 -1.966
O: -2.797 2.552 -3.273
H: -1.001 2.692 0.948
H: 1.604 3.626 -3.326
C: -0.324 0.915 5.304
C: 1.047 0.411 5.374
N: -0.309 -1.867 -0.680
C: -2.708 -0.048 -1.576
F: 4.205 1.279 1.015
H: -3.174 -0.556 2.067
O: -0.271 -2.376 2.783
H: -6.144 2.968 -1.178
C: -0.183 -0.410 -0.722
H: -1.141 1.457 -1.402
C: 3.745 -0.928 -0.560
C: 4.553 -1.177 0.793
C: 0.865 -0.166 3.161
C: -3.349 0.262 -3.020
F: 5.804 -1.670 0.430
H: -2.914 -1.132 -1.395
H: 1.864 -1.725 0.116
O: -0.106 0.017 0.645
H: 1.607 -3.585 -1.024
H: -1.048 -3.543 -3.618
H: 0.647 -4.541 -2.228
I: 1.788 4.212 -0.040
H: -2.337 -2.812 -2.593
H: -4.734 2.042 -0.575
C: 1.879 2.447 -1.437
C: -2.180 -0.958 1.726
H: 1.646 0.471 6.316
H: -4.320 -0.308 -3.095
C: -1.182 0.220 1.477
C: -4.303 4.140 -1.077
C: 1.304 0.088 -1.131
H: 0.464 2.153 -3.202
H: -1.201 -1.762 -3.595
H: 2.017 -3.706 2.213
H: -0.756 1.344 6.243
O: -2.210 -1.980 3.879
C: -1.190 0.358 -1.652
C: 0.992 2.973 -2.660
C: -0.252 -2.561 -1.776
C: -3.696 1.785 -3.018
O: 1.342 1.433 -0.659
O: 3.290 2.372 -1.745
H: 1.633 -3.181 -2.847
H: 2.270 -0.130 0.842

Its max |F| is 0.224 Eh/bohr. The HOMO energy is -13.422 eV. The HOMO-LUMO gap is 5.11 eV. The calculation puts the total energy at -311747.3225 eV. As for the total charge: +2.

***

No. 2
Density functional theory data (wB97M-V/def2-TZVPD) for a structure of composition C10H6AuCl2IN2S4.

Cartesian coordinates (Å):
N: 2.597 1.652 0.802
C: -3.468 0.633 0.385
N: 2.019 0.965 -0.192
S: 3.994 -1.206 0.450
C: -2.201 0.071 0.322
S: 2.273 -3.364 0.294
C: -4.576 -0.124 0.060
H: 3.283 3.628 1.126
H: -5.567 0.307 0.105
C: 2.346 3.080 -0.830
C: 3.915 -2.927 0.578
H: 1.395 1.501 -2.110
H: -3.567 1.663 0.695
C: 1.855 1.818 -1.190
Cl: -3.012 -3.654 -0.847
I: 2.352 4.782 -1.967
H: -5.241 -2.074 -0.568
C: -3.128 -1.982 -0.367
H: 2.857 1.176 1.652
S: 5.096 -3.969 0.897
C: 2.815 2.931 0.455
Cl: -0.890 1.110 0.795
Au: 1.666 -1.183 0.040
C: -4.399 -1.445 -0.314
S: -0.447 -2.144 -0.207
C: -1.966 -1.246 -0.064

Its max |F| is 0.019 Eh/bohr. The HOMO energy is -8.115 eV. The HOMO-LUMO gap is 6.65 eV. The calculation puts the total energy at -93625.9029 eV. As for the total charge: 0. The energy above the lowest of the compared OMol25 structures with the same formula, charge and spin comes out at 0.202 eV.

***

No. 3
Density functional theory data (wB97M-V/def2-TZVPD) for the ion C38H37N2 with charge +1.

Cartesian coordinates (Å):
N: 1.026 -2.989 5.158
H: -1.230 0.582 0.728
C: 0.772 -3.623 6.436
H: -6.127 -2.318 -0.861
C: 1.690 0.784 1.589
H: -3.667 -2.729 -1.001
C: -4.064 -2.014 -0.280
H: 1.589 -4.328 6.632
H: -7.465 0.340 2.987
C: -2.372 2.248 -0.123
H: 1.335 4.476 1.325
H: 1.797 1.443 5.413
H: -4.165 3.477 0.066
H: -7.496 1.582 5.200
H: 0.047 2.533 4.018
C: -5.957 -0.984 0.819
C: -1.139 -1.931 5.205
C: -3.656 -0.432 1.480
C: 1.350 4.036 0.324
H: 1.021 -2.278 2.578
C: -3.731 2.564 0.488
C: 1.771 1.256 4.339
H: 2.910 -2.025 5.247
H: -2.968 3.643 2.231
H: -4.337 2.579 2.598
H: -1.833 1.887 3.046
C: -4.102 1.215 4.837
H: -3.150 1.451 5.328
C: 1.339 2.844 -2.197
C: -5.053 -0.372 1.681
C: -5.331 0.258 2.970
H: 1.327 2.380 -3.186
H: -2.437 1.552 -0.969
C: -3.155 -1.325 0.542
C: -0.765 -1.085 2.574
H: 1.670 0.612 0.509
C: 2.733 0.439 3.743
H: -2.967 -0.875 5.139
H: 3.429 -0.450 1.892
C: 0.166 -1.922 3.160
H: 2.835 4.316 -2.720
C: -3.451 2.686 1.972
C: -2.950 0.269 2.647
C: 2.181 4.533 -0.674
C: -2.071 -1.120 4.583
H: -0.140 1.475 -1.406
H: 3.530 -0.003 4.344
C: -5.340 1.534 5.420
C: 0.778 1.855 3.561
H: 2.516 -2.749 3.683
C: 0.505 2.334 -1.187
H: -4.440 1.746 0.285
C: -1.881 -0.617 3.286
C: -4.114 0.578 3.601
C: 2.688 0.197 2.368
C: -6.551 1.269 4.753
H: -2.087 -1.534 0.468
C: 2.178 3.932 -1.939
C: 0.038 -2.290 4.524
H: 2.823 5.385 -0.449
H: 2.914 -3.804 5.072
H: -5.354 2.018 6.398
H: -0.587 -0.817 1.528
C: -1.492 1.618 0.978
H: -0.558 3.327 1.857
H: -7.018 -0.812 0.982
C: 2.410 -2.880 4.764
C: 0.522 2.938 0.076
H: -1.308 -2.241 6.239
H: -1.921 3.172 -0.512
C: 0.753 1.641 2.182
C: -0.231 2.425 1.302
C: -6.554 0.590 3.537
C: -5.445 -1.809 -0.184
H: -0.180 -4.167 6.398
N: -2.397 1.579 2.244
H: 0.720 -2.899 7.266

The SMILES is CN(C)c1ccc(C2([N@@H+]3CCC[C@H]3C(c3ccccc3)c3ccccc3)c3ccccc3-c3ccccc32)cc1. Its max |F| is 0.040 Eh/bohr. The HOMO energy is -9.969 eV. The HOMO-LUMO gap is 7.69 eV. The calculation puts the total energy at -42981.4014 eV. As for the total charge: +1. The energy above the lowest of the compared OMol25 structures with the same formula, charge and spin comes out at 0.000 eV.